Computed, not measured: a structure of composition C44H46As2N3O2RuS3, with ωB97M-V/def2-TZVPD.

Output
Net charge ... 0
Energy ... -7780.0288 a.u.
Multiplicity ... 6
Frontier orbital gap (spin up / spin down) ... 0.2802 / 0.2377 Eh

Last column: Löwdin charge in e.
Cartesian coordinates (Å):
Ru: -0.34260 0.65050 0.03317  0.799
As: -1.80009 1.29172 -2.46430  1.301
As: 2.38767 0.70922 1.23138  1.225
S: 1.23535 1.88992 -1.43245  0.489
S: -0.17896 -1.83750 -0.10357  0.676
S: -0.59308 0.51102 2.60101  0.648
O: -4.27461 0.35411 1.69903  0.034
O: -2.59143 0.24021 0.25112  -0.306
N: -1.11488 2.90334 0.63292  -0.098
N: -2.16824 -2.13744 1.60912  0.028
N: -0.04173 -2.93256 2.25509  0.035
C: 1.09540 -4.00297 4.09905  -0.068
C: 6.44481 1.90256 1.03970  -0.083
C: 1.55880 2.99795 -5.27808  -0.088
C: 0.84981 0.29236 3.58604  -0.673
C: -3.62377 -3.81206 2.69366  -0.073
C: 3.04033 -0.00690 5.33276  -0.093
C: 0.28860 2.81092 -5.81205  -0.088
C: -0.19503 -3.34450 3.64620  -0.228
C: 4.04999 1.71606 1.18489  -0.380
C: -5.17725 3.35990 -3.82544  -0.084
C: -5.74668 2.52663 -4.77700  -0.088
C: -0.88491 -2.33259 1.41513  -0.769
C: 1.81054 2.70092 -3.95127  -0.133
C: -2.35684 3.11881 1.39241  -0.264
C: 3.77929 -3.53036 -0.35976  -0.083
C: 3.56121 -2.47170 -1.23123  -0.079
C: 1.73667 -0.11970 5.80751  -0.091
C: 2.16339 0.38319 3.11656  -0.421
C: 3.96111 3.10038 1.30055  -0.117
C: 0.79375 2.20987 -3.12535  -0.686
C: 3.27361 -2.08611 1.49805  -0.131
C: 5.10716 3.88081 1.29702  -0.084
C: -4.03524 2.95540 -3.14906  -0.125
C: -0.72276 2.31766 -5.00506  -0.093
C: -5.16620 1.29704 -5.05230  -0.079
C: -1.41841 -3.33959 -3.34855  -0.096
C: 3.24278 0.25218 3.98821  -0.115
C: -3.44972 1.72088 -3.41640  -0.376
C: 3.18728 -1.22958 -0.74305  -0.150
C: -2.98707 -2.43382 2.78148  -0.222
C: -0.39914 -2.48521 -3.73559  -0.092
C: -0.51613 -1.11619 -3.52359  -0.118
C: 5.29769 1.11946 1.04643  -0.102
C: -3.52758 2.39985 0.73081  -0.110
C: -2.55618 -2.82630 -2.73762  -0.090
C: 3.64088 -3.33366 1.00625  -0.087
C: -4.02122 0.89424 -4.37816  -0.104
C: -1.65256 -0.60206 -2.91353  -0.426
C: 6.35220 3.28045 1.16733  -0.089
C: -2.66795 -1.46544 -2.50935  -0.156
C: -3.47952 0.89017 0.93676  -0.666
C: -0.47635 2.01193 -3.66978  -0.426
C: 3.02885 -1.03332 0.62547  -0.424
C: 0.66172 0.03219 4.95311  -0.147
H: 7.41356 1.43122 0.93240  0.103
H: -2.40159 -2.31116 3.68970  0.094
H: 0.90305 -2.94878 1.89538  0.079
H: 4.25277 0.35192 3.60593  0.101
H: -0.31343 3.26170 1.14145  0.063
H: 2.98502 -0.41698 -1.43220  0.070
H: -1.03505 -4.03207 3.74678  0.103
H: -3.35086 -3.49139 -2.42330  0.105
H: -2.19921 2.72864 2.39762  0.076
H: 1.55770 -0.31301 6.85812  0.103
H: 0.49340 -2.88054 -4.20409  0.102
H: 3.17205 -1.94292 2.56772  0.083
H: -1.32567 -4.40526 -3.51398  0.101
H: -4.27700 -3.98122 3.55045  0.076
H: -3.74633 -1.65330 2.79857  0.104
H: -4.46499 2.76732 1.14505  0.119
H: 3.82424 -4.14995 1.69453  0.102
H: -3.59530 3.61800 -2.41130  0.091
H: 4.05907 -4.50270 -0.74368  0.102
H: 7.24851 3.88696 1.15957  0.101
H: -3.57610 -0.06538 -4.60783  0.100
H: 0.97493 -4.42536 5.09555  0.080
H: 2.79900 2.84954 -3.53518  0.095
H: -6.64089 2.83474 -5.30302  0.102
H: -3.51754 2.61169 -0.34190  0.072
H: 1.90396 -3.27045 4.14094  0.067
H: 2.35814 3.38072 -5.90002  0.102
H: -0.35022 -0.02711 5.33557  0.096
H: 5.38176 0.04458 0.93841  0.099
H: -1.71383 2.16675 -5.41647  0.098
H: -5.62179 4.32191 -3.60584  0.103
H: -2.87574 -4.60711 2.67025  0.063
H: -2.55739 -1.44138 0.96077  0.079
H: -2.57898 4.18657 1.48279  0.112
H: -3.53886 -1.07453 -1.99576  0.108
H: 3.66903 -2.61695 -2.29891  0.105
H: -5.60332 0.64551 -5.79829  0.104
H: 0.09043 3.04504 -6.84972  0.100
H: 2.98988 3.57550 1.38493  0.095
H: 1.38269 -4.80777 3.41996  0.081
H: 3.88333 -0.11180 6.00257  0.099
H: -0.38760 -2.46644 4.26688  0.098
H: 0.28589 -0.45485 -3.83107  0.100
H: 5.02765 4.95641 1.38713  0.103
H: -4.22333 -3.89579 1.78681  0.078
H: -1.14375 3.38719 -0.25897  0.050



Computed, not measured: the ion C4H11N2O with charge +1 at a distorted geometry, with ωB97M-V/def2-TZVPD.

Output
Net charge ... +1
Energy ... -343.5541 a.u.
SMILES string ... NC(=O)CCC[NH3+]
Frontier orbital gap ... 0.4350 Eh

Last column: Löwdin charge in e.
Cartesian coordinates (Å):
O: 0.72256 1.50941 0.48766  0.032
N: -0.14712 1.27861 2.48982  0.214
N: 0.58027 0.52550 -1.83257  0.154
C: 0.00863 -0.83674 -1.52377  -0.170
C: 0.16901 0.74043 1.29517  -0.473
C: 0.01310 -0.73337 1.03028  -0.082
C: -0.80270 -0.90786 -0.26309  -0.175
H: -0.52178 0.66864 3.21174  0.130
H: 0.04609 1.10742 -2.47144  0.160
H: -1.38410 -1.87831 -0.28213  0.149
H: -0.63853 -1.07901 -2.40212  0.144
H: -0.36554 -1.36386 1.83102  0.122
H: 1.50389 0.39509 -2.23488  0.157
H: -0.21682 2.27548 2.60140  0.133
H: 1.10467 -1.09275 0.88514  0.169
H: 0.86871 -1.49627 -1.55330  0.129
H: -1.60402 -0.16329 -0.41229  0.135
H: 0.66368 1.05086 -0.85664  0.072



Which relative energy (zero: lowest compared OMol25 entry of this formula, charge and spin) belongs to each record? In order, 61.4, 26.5 kJ/mol.